{"formula": "C21H16F6N4O6PdS4", "method": "ωB97M-V/def2-TZVPD", "orbital_gap_ev": 6.037, "e_homo_ev": -1.956, "total_energy_ev": -103409.1311, "total_charge": -2, "species": ["Pd", "C", "C", "C", "C", "C", "C", "C", "S", "O", "O", "N", "C", "C", "C", "C", "C", "C", "C", "C", "N", "C", "H", "H", "H", "H", "H", "H", "H", "H", "H", "H", "H", "H", "H", "S", "C", "C", "N", "C", "H", "H", "H", "F", "C", "F", "F", "S", "O", "O", "N", "S", "O", "O", "C", "F", "F", "F"], "xyz": [[1.0173, 0.0144, 1.4168], [0.1878, -3.7266, -6.7215], [-0.0186, -3.6060, -5.2340], [0.6862, -2.6678, -4.4858], [0.4816, -2.5330, -3.1199], [-0.4440, -3.3527, -2.4889], [-1.1566, -4.2936, -3.2154], [-0.9400, -4.4190, -4.5799], [-0.6817, -3.1852, -0.7212], [-1.9101, -3.9100, -0.4258], [0.5207, -3.7401, -0.1329], [-0.7161, -1.6406, -0.4509], [-1.7530, -0.8732, -0.9007], [-2.8430, -1.2919, -1.6586], [-3.8072, -0.3926, -2.1426], [-3.7414, 0.9468, -1.8874], [-2.6773, 1.4320, -1.0867], [-2.5567, 2.8029, -0.7750], [-1.5296, 3.2382, 0.0077], [-0.6191, 2.2856, 0.5003], [-0.6962, 1.0022, 0.2266], [-1.7020, 0.5475, -0.5717], [1.0654, -3.1645, -7.0420], [-0.6733, -3.3403, -7.2729], [0.3253, -4.7686, -7.0183], [1.4084, -2.0266, -4.9804], [1.0311, -1.7977, -2.5391], [-1.8801, -4.9103, -2.6979], [-1.4987, -5.1553, -5.1500], [-2.9614, -2.3427, -1.8749], [-4.6229, -0.7869, -2.7397], [-4.4819, 1.6392, -2.2703], [-3.2971, 3.4946, -1.1634], [-1.4140, 4.2808, 0.2717], [0.1914, 2.5879, 1.1553], [3.9919, 0.8825, 0.7414], [3.0499, -0.4996, 1.3316], [2.3594, -1.0663, 0.2188], [2.5809, -0.4134, -1.0028], [3.3661, 0.5981, -0.8524], [3.4606, -1.0414, 2.1742], [1.9803, -2.0773, 0.1801], [3.6113, 1.2849, -1.6534], [1.3296, 0.0442, 5.0686], [2.3262, 0.9248, 5.0446], [2.7248, 1.1396, 6.3020], [3.3553, 0.3837, 4.3847], [1.7913, 2.5104, 4.1823], [0.4208, 2.2881, 3.7951], [2.7809, 2.7218, 3.1589], [1.9776, 3.6325, 5.2899], [0.9888, 3.8930, 6.4771], [1.6299, 4.7405, 7.4424], [0.2480, 2.7506, 6.9349], [-0.3140, 5.0120, 5.7627], [-0.9519, 5.6529, 6.7589], [-1.2268, 4.3463, 5.0623], [0.2257, 5.9448, 4.9669]], "forces_ev_per_a": [[0.10, -0.15, -0.53], [0.01, -0.01, 0.00], [-0.02, 0.00, 0.03], [0.02, 0.03, 0.00], [0.00, -0.02, 0.02], [0.02, 0.03, -0.04], [0.00, 0.02, 0.01], [0.01, 0.00, -0.04], [0.02, -0.13, 0.19], [0.03, 0.06, -0.10], [-0.08, 0.08, -0.05], [-0.41, -0.06, 0.01], [0.24, 0.09, 0.21], [-0.06, 0.02, -0.07], [0.01, -0.03, 0.00], [0.04, -0.02, 0.03], [-0.09, 0.03, -0.08], [0.01, 0.05, 0.03], [-0.01, -0.03, -0.02], [-0.01, 0.04, -0.01], [-0.16, 0.06, 0.34], [0.20, -0.23, -0.03], [0.00, 0.00, 0.00], [0.00, 0.00, 0.00], [0.00, 0.00, -0.01], [0.00, 0.00, 0.00], [0.01, 0.01, -0.02], [0.00, -0.01, 0.00], [-0.01, 0.00, 0.01], [0.01, 0.00, 0.00], [0.00, 0.00, 0.00], [0.00, 0.02, 0.00], [-0.01, -0.01, -0.01], [0.02, 0.00, 0.01], [-0.04, 0.03, -0.01], [-0.27, -0.24, -0.14], [0.05, 0.07, -0.04], [0.25, 0.23, 0.25], [0.09, 0.30, -0.11], [0.10, -0.24, 0.12], [-0.10, 0.02, -0.02], [-0.01, -0.03, 0.02], [-0.01, -0.04, -0.03], [0.06, 0.03, 0.01], [-0.02, -0.07, -0.15], [0.01, 0.04, 0.01], [-0.02, -0.03, 0.08], [-0.02, 0.33, -0.29], [0.33, -0.10, 0.00], [-0.37, -0.06, 0.52], [0.12, -0.03, -0.14], [-0.10, -0.03, -0.04], [0.01, 0.02, 0.01], [-0.02, 0.01, 0.05], [0.04, -0.02, -0.01], [-0.01, -0.02, 0.02], [0.00, 0.00, -0.02], [0.01, 0.02, 0.02]]}


{"formula": "C6H8N", "method": "ωB97M-V/def2-TZVPD", "orbital_gap_ev": 8.185, "e_homo_ev": -13.810, "total_energy_ev": -7829.2802, "total_charge": 1, "species": ["C", "C", "C", "C", "C", "C", "N", "H", "H", "H", "H", "H", "H", "H", "H"], "xyz": [[-2.1064, -0.6181, -0.2654], [-2.3559, 0.5735, 0.4659], [0.5233, -0.7268, 0.5020], [2.2704, 1.0390, 0.0561], [-0.5928, -0.3701, -0.4693], [1.8098, -0.2054, -0.1465], [-1.2890, 0.8836, -0.1949], [-2.8936, -1.1609, -0.9971], [-3.2986, 1.0579, 0.9173], [0.4043, -0.3217, 1.4619], [0.5041, -1.7558, 0.5415], [3.1650, 1.3322, -0.3424], [1.7865, 1.7976, 0.7520], [-0.2077, -0.5737, -1.4649], [2.2806, -0.9513, -0.8165]], "forces_ev_per_a": [[-0.90, -1.90, -0.82], [-1.31, -1.40, 0.44], [0.40, 1.87, -1.73], [-2.58, -0.93, 1.77], [-1.35, -1.38, 1.13], [-0.15, 0.22, 0.32], [-0.08, 3.06, -1.30], [1.96, 1.69, 1.28], [2.10, -0.35, -0.68], [-0.46, 0.58, 1.36], [0.29, -2.39, 0.30], [2.08, 0.79, -1.19], [0.46, -1.25, -0.94], [-0.51, 0.58, -0.34], [0.04, 0.81, 0.41]]}


{"formula": "C9H15N6", "method": "ωB97M-V/def2-TZVPD", "orbital_gap_ev": 9.414, "e_homo_ev": -12.796, "total_energy_ev": -18506.1037, "total_charge": 1, "species": ["C", "C", "C", "C", "C", "C", "C", "C", "C", "N", "N", "N", "N", "N", "N", "H", "H", "H", "H", "H", "H", "H", "H", "H", "H", "H", "H", "H", "H", "H"], "xyz": [[0.9381, 1.4927, -2.5655], [-0.3180, 1.3202, -3.0081], [-0.1662, 1.0338, -0.8266], [-0.2463, 1.7136, 1.5637], [-2.3950, 1.2434, 1.9693], [2.3722, -1.3488, 0.2632], [1.5312, -0.4614, 1.3074], [-1.9849, 0.3102, 0.8197], [0.1653, -1.6702, -0.1134], [1.0165, 1.4147, -1.2069], [-1.2315, 1.9484, 2.2929], [-0.9917, 0.9042, -1.9024], [1.4289, -1.5625, -0.8167], [0.1516, -0.6184, 1.0331], [-0.5223, 0.7267, 0.4806], [1.7738, 1.6262, -3.2378], [-0.6747, 1.4459, -4.0345], [0.7550, 2.0795, 1.5849], [-3.1381, 1.9050, 1.4985], [-2.8219, 0.7991, 2.8774], [3.2825, -0.7817, -0.0235], [2.6404, -2.2868, 0.6326], [1.6583, -0.8792, 2.3402], [2.0753, 0.5245, 1.2172], [-1.9699, -0.8298, 1.1104], [-2.7554, 0.4449, -0.0478], [-0.7203, -1.5094, -0.8198], [0.3216, -2.6150, 0.6008], [-1.7751, 0.3013, -2.0151], [1.4577, -0.9551, -1.6449]], "forces_ev_per_a": [[1.35, 1.03, -0.75], [0.45, -0.72, -0.73], [0.28, 0.45, -2.24], [-1.20, 0.31, -0.09], [-1.03, -0.42, -1.23], [-0.49, 2.55, -0.73], [3.72, -0.56, 1.05], [-1.87, -2.16, -1.37], [0.87, -0.47, 0.42], [0.40, -0.13, 0.68], [2.15, 1.37, 0.68], [-1.39, 0.31, 0.19], [-0.91, -0.11, -0.23], [-0.66, 0.56, -1.80], [-1.51, -3.13, 2.45], [0.22, 0.54, 0.50], [-0.27, -0.49, 0.72], [0.29, 0.47, 0.17], [0.12, 0.24, 0.85], [0.11, -0.18, -0.48], [-0.61, -0.56, -0.09], [0.50, -1.45, 0.97], [0.22, 0.66, -0.74], [-1.46, -0.74, 0.33], [0.05, 2.55, -0.66], [1.89, -0.15, 1.27], [1.04, -1.07, 1.39], [-1.34, 1.50, -1.92], [-0.92, 0.04, 0.40], [0.01, -0.24, 0.97]]}